1.
Here is a structure of composition C2H3CaO in a non-equilibrium geometry from the Open Molecules 2025 dataset. Energies are from the ωB97M-V functional and the def2-TZVPD basis.

The calculation puts the lowest unoccupied orbital energy at -0.184 Ha. For the gap between HOMO and LUMO, the calculation gives 7.54 eV. Its spin multiplicity is 1. Its net charge is +1. Its molar mass is 83.1 Da.

Each line ends with the Löwdin charge.
Cartesian coordinates (Å):
O (0.81, -1.11, 0.36)  -0.2622
C (-0.36, -0.80, 0.27)  -0.2325
C (-1.08, 0.26, -0.14)  0.0559
H (-1.77, 0.05, -0.97)  0.0916
H (-1.71, 0.77, 0.60)  0.0941
H (1.32, 1.05, -0.28)  -0.1495
Ca (2.78, -0.22, 0.16)  1.4026



2.
Here is a structure of composition C2H3CeO2 in a non-equilibrium geometry from the Open Molecules 2025 dataset. Energies are from the ωB97M-V functional and the def2-TZVPD basis.

The calculation puts the lowest unoccupied orbital energy (spin up / spin down) at -0.416 / -0.399 Ha. For the gap between HOMO and LUMO (spin up / spin down), the calculation gives 5.61 / 6.16 eV. Its spin multiplicity is 2. Its net charge is +2. Its molar mass is 199.2 Da.

Each line ends with the Löwdin spin population.
Cartesian coordinates (Å):
C (-1.90, 0.04, -0.04)  -0.0216
C (-1.37, -1.22, -0.16)  0.0041
O (-0.05, -1.39, -0.20)  -0.0295
O (-0.94, 1.02, 0.22)  -0.0099
H (-2.02, -1.98, -0.61)  -0.0003
H (-1.34, 1.87, 0.41)  -0.0002
Ce (1.47, 0.33, -0.24)  1.0579
H (-2.64, -0.34, 0.81)  -0.0006



3.
Here is a structure of composition C2H3Cl2F in a non-equilibrium geometry from the Open Molecules 2025 dataset. Energies are from the ωB97M-V functional and the def2-TZVPD basis.

The calculation puts the lowest unoccupied orbital energy at 0.031 Ha. For the gap between HOMO and LUMO, the calculation gives 11.78 eV. Its spin multiplicity is 1. Its molar mass is 117.0 Da.

Each line ends with the Löwdin charge.
Cartesian coordinates (Å):
C (0.45, -0.44, -0.33)  -0.7131
C (-0.52, 0.23, 0.40)  -1.0803
H (0.30, -0.24, -1.51)  0.1528
H (0.53, -1.47, -0.06)  0.0420
H (-0.23, 0.46, 1.52)  0.1751
F (-0.70, 1.47, -0.18)  -0.0844
Cl (2.16, -0.11, 0.06)  0.5589
Cl (-1.80, -0.52, 0.01)  0.9490



Results for ΔE to the lowest compared entry with this formula, charge and spin: 14.6; 15.1; 47.4 (in kcal/mol, following the order of the records).